A cluster of 2 separate species, C2H3NO2 in total in a non-equilibrium geometry, computed with ωB97M-V with the def2-TZVPD basis set.

LUMO (eV): 0.89
ΔE to the lowest compared entry with this formula, charge and spin (eV): 1.781
E_HOMO (eV): -10.5
Kohn-Sham gap (Eh): 0.418

```
8
Properties=species:S:1:pos:R:3:nbo_charge:R:1
C 0.761 0.214 0.293 0.382
C -2.294 -0.451 -0.185 0.506
N 1.303 -0.229 -0.769 -0.673
O -2.474 0.407 -0.887 -0.518
O -0.207 -0.380 0.937 -0.666
H 0.692 1.270 0.540 0.130
H 0.260 -1.252 1.102 0.501
H 1.959 0.420 -1.032 0.340
```

***

A cluster of 2 separate species, C7H13ClN2O2 in total in a non-equilibrium geometry, computed with ωB97M-V with the def2-TZVPD basis set.

LUMO (eV): 0.25
ΔE to the lowest compared entry with this formula, charge and spin (eV): 0.332
E_HOMO (eV): -7.8
Kohn-Sham gap (Eh): 0.296
Structure (SMILES): C=C(Cl)/C=[N+](/[O-])O.C=CN(C)C

```
25
Properties=species:S:1:pos:R:3:nbo_charge:R:1
C 2.715 0.441 1.482 -0.418
C 2.695 0.105 0.197 -0.096
C -1.608 0.928 1.145 -0.552
C -1.381 -0.353 -1.371 -0.411
C -0.495 -2.299 -0.221 -0.400
C 1.897 0.772 -0.844 -0.108
C -0.900 -0.122 0.962 0.016
N -0.779 -0.891 -0.186 -0.456
N 1.269 1.908 -0.669 0.414
O 0.716 2.465 -1.608 -0.515
O 1.031 2.584 0.455 -0.509
Cl 3.753 -0.981 -0.543 0.039
H 3.305 0.008 2.264 0.216
H 2.205 1.337 1.862 0.233
H -2.440 1.166 0.425 0.203
H 0.403 3.304 0.175 0.514
H -1.492 1.443 2.146 0.222
H -0.656 -0.523 -2.158 0.194
H -2.294 -0.894 -1.670 0.175
H -1.633 0.706 -1.070 0.221
H -1.296 -2.814 -0.878 0.181
H 0.418 -2.567 -0.773 0.193
H -0.642 -2.700 0.761 0.214
H 1.977 0.488 -1.820 0.233
H -0.017 -0.364 1.630 0.197
```

***

The molecule C6H9N3O2 in a non-equilibrium geometry, computed with ωB97M-V with the def2-TZVPD basis set.

LUMO (eV): 0.72
ΔE to the lowest compared entry with this formula, charge and spin (eV): 1.067
E_HOMO (eV): -9.1
Kohn-Sham gap (Eh): 0.361
Structure (SMILES): N[C@@H](Cc1c[nH]cn1)C(=O)O

```
20
Properties=species:S:1:pos:R:3:nbo_charge:R:1
C 1.503 0.496 0.730 -0.167
C 1.879 -0.638 -0.259 0.766
C 0.220 0.175 1.578 -0.447
C -0.996 0.040 0.626 0.103
C -1.784 -1.091 0.483 -0.111
C -2.544 0.570 -0.806 0.168
H 1.240 2.517 0.591 0.357
H 0.270 1.698 -0.294 0.394
H 2.431 0.767 1.280 0.228
H 0.303 -0.737 2.197 0.246
H 0.049 0.937 2.361 0.225
H -1.791 -2.077 0.953 0.234
H -3.100 1.267 -1.418 0.216
H -3.490 -1.220 -0.948 0.424
H 2.170 0.758 -1.416 0.514
N 1.281 1.835 -0.181 -0.868
N -1.468 1.025 -0.127 -0.523
N -2.729 -0.714 -0.509 -0.501
O 1.855 -1.817 -0.020 -0.594
O 2.228 -0.214 -1.443 -0.664
```

***

A structure of composition C25H46BLaNP2 in a non-equilibrium geometry, computed with ωB97M-V with the def2-TZVPD basis set.

LUMO (eV): -3.24
ΔE to the lowest compared entry with this formula, charge and spin (eV): 0.000
Charge: +1
E_HOMO (eV): -10.8
Kohn-Sham gap (Eh): 0.279

```
76
Properties=species:S:1:pos:R:3:mulliken_charge:R:1
La 0.968 -1.820 0.473 -1.078
C 3.207 -1.500 1.170 0.705
C 2.351 -1.178 2.351 0.294
C 1.918 -3.487 1.713 0.496
C 2.934 -2.921 0.764 0.100
C 1.570 -2.410 2.706 0.629
C 4.196 -0.622 0.553 -1.355
H 4.027 0.418 0.826 0.339
H 4.214 -0.707 -0.541 0.318
H 5.180 -0.922 0.934 0.357
C 3.501 -3.625 -0.377 -1.107
H 3.925 -2.934 -1.112 0.282
H 2.756 -4.249 -0.879 0.253
H 4.300 -4.263 0.009 0.363
C 1.361 -4.833 1.644 -1.042
H 2.083 -5.510 2.108 0.348
H 1.196 -5.151 0.610 0.227
H 0.413 -4.910 2.184 0.273
C 0.698 -2.569 3.862 -1.370
H 1.296 -3.047 4.646 0.372
H -0.167 -3.207 3.654 0.306
H 0.352 -1.605 4.236 0.337
C 2.374 0.064 3.119 -1.539
H 3.030 -0.094 3.983 0.307
H 1.381 0.346 3.489 0.358
H 2.772 0.892 2.531 0.396
C -1.505 4.502 -2.968 -0.257
C -0.624 5.130 -2.185 -0.451
C -0.851 6.080 -1.047 -0.589
C -2.259 6.078 -0.404 -0.927
C -2.654 4.742 0.151 -0.215
C -3.205 3.701 -0.480 -0.441
C -3.615 3.551 -1.914 -0.420
C -3.003 4.549 -2.926 -0.940
H -0.607 7.108 -1.364 0.355
H -2.995 6.462 -1.119 0.328
H -0.114 5.837 -0.261 0.280
H -3.380 5.559 -2.729 0.355
H -1.090 3.840 -3.749 0.363
H 0.441 4.957 -2.401 0.465
H -3.391 4.271 -3.928 0.405
H -3.343 2.527 -2.231 0.146
H -3.419 2.811 0.131 0.462
H -4.715 3.595 -1.993 0.395
H -2.234 6.810 0.429 0.391
H -2.433 4.611 1.225 0.321
P 0.680 0.359 -0.806 1.092
P -1.499 -1.422 1.025 1.159
C -1.114 0.637 -0.847 -0.432
C -1.998 -0.560 -0.504 -1.154
H -1.303 1.008 -1.857 0.598
H -1.285 1.457 -0.141 0.068
H -3.034 -0.273 -0.296 0.601
H -1.987 -1.311 -1.314 0.384
C -2.311 -2.939 1.124 -1.322
H -2.082 -3.486 2.050 0.310
H -2.123 -3.600 0.267 0.354
H -3.351 -2.613 1.118 0.512
C -1.870 -0.405 2.375 -1.327
H -2.903 -0.095 2.213 0.500
H -1.225 0.482 2.478 0.281
H -1.799 -0.986 3.306 0.389
C 1.262 0.060 -2.425 -1.400
H 2.331 -0.218 -2.481 0.367
H 1.093 1.031 -2.892 0.485
H 0.671 -0.704 -2.946 0.422
C 1.422 1.780 -0.168 -1.102
H 1.216 1.945 0.901 0.327
H 0.989 2.590 -0.758 0.297
H 2.509 1.757 -0.314 0.393
B 0.088 -5.626 -2.620 0.435
C 0.213 -4.364 -1.730 -0.360
N 0.356 -3.467 -1.096 -0.166
H 0.614 -6.566 -2.047 -0.095
H 0.676 -5.446 -3.672 -0.103
H -1.077 -5.894 -2.835 -0.109
```